(1)
Density functional theory data (wB97M-V/def2-TZVPD) for a 2-piece molecular cluster, CH5N4OS overall.

Calculated values
LUMO (alpha / beta), eV: 3.176 / 3.171
Electronic energy, eV: -19956.485
ΔE to the lowest compared entry with this formula, charge and spin, kcal per mole: 50.1
E_HOMO (alpha / beta), eV: -2.966 / -2.969
Total charge: -1
Frontier orbital gap (alpha / beta), eV: 6.1 / 6.1

Last column: Mulliken charge in e.
Geometry (Å):
H 0.285 2.047 -0.484  0.170
N -1.392 -0.173 0.178  0.397
N 0.506 1.593 0.493  -0.510
C -0.278 -0.266 -0.686  -0.053
N -1.172 -0.653 1.401  -0.732
O 1.764 1.061 0.529  -0.370
H 1.663 0.189 0.233  0.364
H -0.501 0.378 -1.611  0.431
H 0.569 -1.461 0.346  0.347
N 0.670 -1.059 -0.593  -0.919
S -2.695 0.719 -0.333  -0.354
H -2.035 -0.504 1.975  0.229

(2)
Density functional theory data (wB97M-V/def2-TZVPD) for a 2-piece molecular cluster, CH5N4OS overall.

Calculated values
LUMO, eV: -5.912
Electronic energy, eV: -19950.775
ΔE to the lowest compared entry with this formula, charge and spin, kcal per mole: 29.2
E_HOMO, eV: -13.116
Total charge: +1
Frontier orbital gap, eV: 7.2

Last column: Mulliken charge in e.
Geometry (Å):
H 2.807 -0.144 -0.529  0.210
H 1.647 -1.259 1.475  0.195
N -3.281 -0.189 -0.273  0.753
O -3.973 -0.839 -0.904  -0.345
N 1.863 0.203 -0.704  -0.396
C 0.886 0.130 0.192  0.658
N -0.173 0.812 -0.215  -0.555
S -2.598 0.731 0.593  0.362
N 0.895 -0.778 1.147  -0.335
H 1.746 0.781 -1.511  0.169
H 0.089 -0.714 1.788  0.186
H 0.092 1.266 -1.060  0.098

(3)
Density functional theory data (wB97M-V/def2-TZVPD) for a 2-piece molecular cluster, CH5NO2 overall.

Calculated values
LUMO, eV: 0.312
Electronic energy, eV: -6702.995
SMILES: O=CO.N
ΔE to the lowest compared entry with this formula, charge and spin, kcal per mole: 16.5
E_HOMO, eV: -9.585
Total charge: 0
Frontier orbital gap, eV: 9.9

Last column: Mulliken charge in e.
Geometry (Å):
H 1.613 -0.227 1.473  0.262
H -0.045 0.542 -2.131  0.278
O 0.503 0.982 2.649  -0.480
H -0.334 -1.028 -1.842  0.291
C 0.621 0.191 1.754  0.180
H -0.140 -0.211 -0.117  0.505
N -0.449 -0.097 -1.455  -0.782
H -1.425 0.146 -1.325  0.300
O -0.345 -0.298 0.993  -0.555

(4)
Density functional theory data (wB97M-V/def2-TZVPD) for CH5NO2 in the gas phase.

Calculated values
LUMO, eV: 0.867
Electronic energy, eV: -6700.073
SMILES: NCOO
ΔE to the lowest compared entry with this formula, charge and spin, kcal per mole: 83.9
E_HOMO, eV: -9.853
Total charge: 0
Frontier orbital gap, eV: 10.7

Last column: Mulliken charge in e.
Geometry (Å):
H 0.802 1.374 -0.688  0.294
H 1.820 -0.761 -0.495  0.222
C 0.350 0.579 -0.084  -0.215
H -2.593 -0.327 -0.101  0.312
N 1.311 -0.402 0.304  -0.543
O -1.694 -0.412 0.248  -0.375
H 0.869 -1.179 0.781  0.250
O -0.751 0.133 -0.812  -0.253
H -0.115 0.996 0.849  0.309

(5)
Density functional theory data (wB97M-V/def2-TZVPD) for a 2-piece molecular cluster, CH5NO2S overall.

Calculated values
LUMO, eV: -1.147
Electronic energy, eV: -17533.220
SMILES: CN=S.OO
ΔE to the lowest compared entry with this formula, charge and spin, kcal per mole: 132.0
E_HOMO, eV: -8.520
Total charge: 0
Frontier orbital gap, eV: 7.4

Last column: Mulliken charge in e.
Geometry (Å):
O -0.009 0.406 -3.235  -0.333
H 0.827 -0.512 1.888  0.281
H -0.796 0.323 -2.644  0.317
O 0.911 -0.113 -2.274  -0.303
H 0.194 0.965 1.694  0.341
S -1.572 -0.564 0.170  -0.019
H -0.113 0.026 3.289  0.253
H 1.708 0.143 -2.719  0.307
N -1.123 -0.709 1.664  -0.216
C -0.026 0.036 2.166  -0.630

(6)
Density functional theory data (wB97M-V/def2-TZVPD) for CH5NO2S in the gas phase.

Calculated values
LUMO, eV: 0.461
Electronic energy, eV: -17536.990
ΔE to the lowest compared entry with this formula, charge and spin, kcal per mole: 45.0
E_HOMO, eV: -8.882
Total charge: 0
Frontier orbital gap, eV: 9.3

Last column: Mulliken charge in e.
Geometry (Å):
O -0.982 -1.259 0.423  -0.469
H 0.682 -0.532 -1.452  0.436
N 1.331 0.338 0.355  -0.552
H 0.715 1.298 -1.220  0.291
H -1.739 -1.883 0.580  0.332
H 0.869 0.865 1.052  0.240
H 1.740 -0.460 0.810  0.233
O -1.753 1.224 0.608  -0.542
S -1.358 0.158 -0.356  0.527
C 0.493 0.252 -0.800  -0.496